DFT (ωB97M-V/def2-TZVPD) results for a molecular structure, C31H44FeN4OP2 at a distorted geometry.

Output
Expectation value of S²   6.0951
Molar mass   606.51 g mol⁻¹
Energy   -3447.91926 a.u.
Energy above the lowest of the compared OMol25 structures with the same formula, charge and spin   145.3 kcal per mole
Kohn-Sham gap (alpha / beta)   3.94 / 5.66 eV
Spin multiplicity   5
Strongest force on any atom   4.23 eV/Å

Cartesian coordinates (Å):
Fe  -2.07  4.22  -2.18
P  -1.32  2.20  1.26
P  0.91  2.05  -0.41
O  1.10  -0.93  0.03
N  2.44  2.03  -1.13
N  -0.81  1.77  2.78
N  -3.12  2.56  1.70
N  -0.01  2.41  -2.09
C  0.85  -3.10  1.03
C  -3.71  6.40  -2.72
C  -2.36  5.80  -3.07
C  1.45  -2.23  -0.12
C  -1.16  5.91  -2.26
C  -3.64  3.23  2.81
C  -4.54  5.42  -1.84
C  0.97  -2.81  -1.45
C  -3.60  4.62  -0.96
C  -1.18  1.78  -2.46
C  -2.30  6.69  -0.07
C  -1.08  6.80  -1.04
C  -2.83  5.30  0.00
C  -1.35  0.64  3.39
C  -0.41  3.85  1.05
C  -5.04  3.22  2.76
C  -0.93  3.52  -3.90
C  -1.81  2.44  -3.52
C  3.13  0.81  -1.17
C  -4.22  2.13  0.96
C  0.11  1.62  4.82
C  2.97  -2.41  -0.06
C  3.16  2.95  -1.89
C  -5.40  2.49  1.59
C  0.08  2.37  3.67
C  -0.79  0.52  4.64
C  0.83  3.77  0.14
C  4.27  0.97  -1.93
C  -1.64  0.59  0.47
C  0.06  3.58  -2.88
C  4.28  2.32  -2.40
H  5.01  0.21  -2.13
H  -0.93  4.09  -4.83
H  -1.26  0.57  -0.56
H  -3.00  3.64  3.58
H  -1.00  -0.28  5.33
H  -1.01  7.83  -1.40
H  2.82  3.96  -2.00
H  -5.12  4.74  -2.47
H  1.15  -4.16  0.96
H  3.46  -1.94  -0.91
H  -1.07  4.66  0.68
H  3.37  -1.95  0.85
H  -2.72  0.37  0.40
H  -3.56  7.36  -2.21
H  -2.06  0.03  2.88
H  -5.32  5.95  -1.26
H  -3.09  7.40  -0.35
H  1.34  -2.20  -2.27
H  -0.11  -2.81  -1.49
H  -4.08  3.74  -0.54
H  3.20  -3.48  -0.06
H  1.17  -2.72  2.01
H  0.63  3.27  3.44
H  -1.15  -0.26  0.99
H  -1.36  0.75  -2.19
H  -1.97  7.01  0.94
H  -2.93  4.93  1.03
H  -0.10  4.21  2.04
H  5.03  2.77  -3.03
H  1.34  -3.83  -1.58
H  -4.11  1.61  0.02
H  -5.72  3.70  3.45
H  0.75  4.47  -0.72
H  1.76  4.01  0.68
H  0.70  1.82  5.70
H  -0.16  5.85  -2.71
H  -0.25  -3.06  0.99
H  -6.39  2.26  1.22
H  -2.59  2.00  -4.13
H  1.01  4.10  -2.92
H  -2.26  5.48  -4.11
H  -4.25  6.60  -3.65
H  2.67  -0.03  -0.67
H  -0.15  6.61  -0.48

DFT (ωB97M-V/def2-TZVPD) results for 4 unconnected molecules or ions with the total composition C31H44I2N3O9P2 at a distorted geometry.

Output
Molar mass   918.46 g mol⁻¹
Energy   -3326.88079 a.u.
Energy above the lowest of the compared OMol25 structures with the same formula, charge and spin   0.0 kcal per mole
Kohn-Sham gap   5.30 eV
Net charge   -1
Strongest force on any atom   2.08 eV/Å

Cartesian coordinates (Å):
I  0.52  2.05  -1.06
I  0.75  -2.62  0.85
P  2.54  -3.52  -4.31
P  2.57  -0.54  -1.54
O  1.90  -1.98  -2.24
O  2.29  0.25  -3.09
O  0.59  -8.30  4.25
O  -5.04  3.59  -3.01
O  -0.08  -0.96  -6.24
O  1.25  -8.46  6.28
O  -2.97  3.00  -2.91
O  -3.73  5.19  3.37
O  -1.67  4.59  3.47
N  -3.92  3.65  -2.53
N  1.06  -7.83  5.26
N  -2.61  5.24  3.85
C  1.97  -5.85  6.40
C  1.41  -6.40  5.26
C  4.56  -3.62  -2.18
C  -1.12  6.31  5.49
C  1.52  -4.30  4.13
C  1.54  -4.90  -3.60
C  1.79  -1.97  -3.67
C  -0.69  0.24  -5.80
C  -3.23  7.84  6.45
C  2.32  -4.51  6.39
C  -1.08  -0.31  0.78
C  2.09  -3.74  5.26
C  -3.71  4.59  -1.41
C  -1.96  7.98  6.99
C  2.08  -5.62  -2.36
C  -0.91  7.21  6.51
C  1.18  -5.65  4.12
C  0.28  -1.84  -3.94
C  -0.22  -2.06  -5.36
C  2.48  -0.68  -4.12
C  4.26  -3.60  -3.69
C  -3.45  6.94  5.42
C  0.41  -0.50  0.50
C  0.78  -0.09  -0.92
C  -2.39  6.19  4.96
C  -2.45  4.71  -0.85
C  -3.34  6.38  0.64
C  -2.28  5.62  0.18
C  -4.79  5.33  -0.97
C  -4.60  6.23  0.07
C  -2.14  0.10  -5.38
H  -1.62  4.12  -1.20
H  -1.79  8.69  7.79
H  2.76  -4.07  7.27
H  0.58  -4.45  -3.32
H  1.33  -5.60  -4.40
H  0.08  7.32  6.94
H  -0.10  0.69  -4.99
H  2.94  -6.24  -2.62
H  -4.05  8.44  6.83
H  4.75  -4.65  -1.85
H  -1.41  0.68  0.47
H  -5.43  6.82  0.43
H  1.31  -6.28  -1.97
H  -0.31  5.70  5.10
H  -2.57  1.09  -5.21
H  0.73  -6.10  3.25
H  0.00  -0.86  -3.55
H  5.47  -3.06  -1.95
H  4.71  -4.46  -4.19
H  0.36  -2.87  -5.81
H  -2.71  -0.47  -6.12
H  4.74  -2.72  -4.13
H  3.91  -0.87  -2.01
H  2.37  -2.69  5.25
H  2.14  -6.46  7.28
H  -1.30  5.72  0.63
H  0.03  -0.52  -1.58
H  -4.43  6.82  4.98
H  3.74  -3.24  -1.59
H  -1.64  -1.04  0.19
H  2.90  -1.18  -0.30
H  0.99  0.07  1.22
H  2.02  -0.26  -5.01
H  -0.62  0.92  -6.65
H  1.35  -3.69  3.24
H  -5.76  5.21  -1.42
H  -3.20  7.08  1.44
H  3.11  0.69  -1.01
H  -2.21  -0.43  -4.43
H  -1.33  -0.51  1.82
H  2.33  -4.92  -1.58
H  3.56  -0.80  -4.33
H  -1.26  -2.42  -5.33
H  -0.22  -2.57  -3.30

DFT (ωB97M-V/def2-TZVPD) results for a molecular structure, C31H44N6O3PPdS5 at a distorted geometry.

Output
Molar mass   846.46 g mol⁻¹
Energy   -4221.86664 a.u.
Energy above the lowest of the compared OMol25 structures with the same formula, charge and spin   51.0 kcal per mole
Kohn-Sham gap (alpha / beta)   3.13 / 3.05 eV
Net charge   +1
Strongest force on any atom   2.81 eV/Å

Cartesian coordinates (Å):
Pd  -0.33  0.11  1.17
S  -2.72  0.68  0.77
S  -0.23  1.51  3.28
S  2.97  1.60  3.96
S  -1.79  -1.54  2.28
S  -0.08  2.51  6.56
P  1.84  2.61  -0.11
O  1.50  -0.85  -0.03
O  1.28  1.73  0.96
O  -0.57  -1.45  -0.43
N  -6.05  -0.42  -0.39
N  3.48  2.48  -0.17
N  -0.88  -3.25  -2.43
N  1.23  2.25  -1.61
N  -4.69  -3.98  1.77
N  1.48  4.19  0.22
C  -2.75  -4.76  -2.48
C  2.62  -1.57  -3.98
C  1.81  -2.37  -4.77
C  -4.39  -4.55  -4.24
C  2.58  2.13  5.67
C  -4.49  -2.89  1.47
C  -1.69  1.77  4.33
C  -5.24  -0.93  0.25
C  4.11  1.18  0.02
C  1.06  -1.82  -2.16
C  4.37  3.59  -0.44
C  -2.26  -5.47  -1.25
C  -1.40  2.88  5.35
C  0.23  -2.64  -2.96
C  -3.68  -3.50  -4.81
C  1.44  3.17  5.77
C  1.69  4.66  1.58
C  -2.50  -3.08  -4.23
C  0.64  -2.91  -4.28
C  2.25  -1.31  -2.67
C  -3.94  -5.18  -3.09
C  1.98  2.41  -2.85
C  -3.08  -0.90  1.33
C  0.66  -1.36  -0.80
C  -4.24  -1.55  1.05
C  2.05  0.03  3.80
C  0.59  0.17  4.22
C  -2.03  -3.71  -3.07
C  1.11  5.20  -0.75
C  -4.72  -6.32  -2.50
C  -0.17  1.93  -1.78
H  3.51  2.57  6.03
H  4.97  3.40  -1.34
H  1.97  3.82  2.21
H  -5.32  -4.87  -4.69
H  -1.30  -5.10  -0.90
H  2.54  -0.72  4.42
H  3.36  0.42  0.21
H  -0.68  2.02  -0.82
H  0.52  0.45  5.27
H  -0.31  0.91  -2.16
H  4.80  1.22  0.87
H  -4.99  -6.12  -1.46
H  0.03  -0.75  4.07
H  -1.16  3.81  4.85
H  2.37  1.25  6.27
H  1.18  3.57  4.80
H  1.98  1.47  -3.41
H  -2.51  2.07  3.67
H  1.76  3.99  6.41
H  -1.96  0.83  4.82
H  -0.96  -3.14  -1.43
H  2.86  -0.69  -2.04
H  3.54  -1.16  -4.38
H  3.81  4.50  -0.59
H  -5.64  -6.50  -3.06
H  1.88  5.98  -0.83
H  -4.07  -2.99  -5.68
H  1.54  3.18  -3.48
H  4.69  0.90  -0.87
H  -1.96  -2.24  -4.63
H  2.10  -2.60  -5.79
H  0.97  4.75  -1.73
H  2.49  5.42  1.63
H  3.01  2.68  -2.62
H  -0.66  2.62  -2.47
H  -2.99  -5.39  -0.44
H  5.07  3.73  0.39
H  0.77  5.11  1.97
H  -2.30  3.03  5.95
H  -4.14  -7.24  -2.51
H  0.17  5.68  -0.46
H  0.04  -3.57  -4.89
H  2.14  -0.26  2.75
H  -2.14  -6.54  -1.46

DFT (ωB97M-V/def2-TZVPD) results for a molecular structure, C31H45BrS5SbSi3Tl.

Output
Molar mass   1068.34 g mol⁻¹
Energy   -7054.60676 a.u.
Energy above the lowest of the compared OMol25 structures with the same formula, charge and spin   1.8 kcal per mole
Kohn-Sham gap   4.58 eV
Net charge   -2
Strongest force on any atom   0.15 eV/Å

Cartesian coordinates (Å):
Tl  -0.58  1.71  -0.90
Sb  1.09  -1.36  1.09
Br  -2.64  3.47  -2.99
S  -1.39  4.51  3.44
S  0.11  6.48  5.12
S  0.72  5.94  2.23
S  -2.18  2.91  1.08
S  0.53  4.71  -0.45
Si  2.79  -3.17  1.66
Si  2.35  0.71  1.98
Si  -0.47  -1.71  3.07
C  -4.00  1.04  -2.20
C  1.12  1.95  2.61
C  -6.36  0.65  -2.82
C  -1.98  -0.62  2.85
C  3.53  0.27  3.38
C  -3.91  -1.49  -1.04
C  -0.39  -0.15  -4.17
C  -2.79  -0.64  -1.04
C  2.68  -1.58  -2.44
C  0.29  -1.34  4.75
C  -4.14  2.29  -2.87
C  -0.18  5.70  3.66
C  -2.78  0.63  -1.59
C  2.13  0.70  -3.33
C  0.02  1.17  -4.35
C  4.45  -2.76  0.88
C  1.75  -0.62  -3.13
C  -1.12  4.13  1.74
C  -5.16  0.20  -2.22
C  -6.43  1.87  -3.43
C  -5.08  -1.08  -1.62
C  0.49  -1.03  -3.55
C  2.21  -4.79  0.88
C  -0.10  4.81  1.16
C  1.26  1.62  -3.91
C  1.62  3.07  -3.98
C  3.08  -3.54  3.49
C  -0.99  -3.52  3.05
C  -5.30  2.70  -3.46
C  3.32  1.41  0.54
C  -1.76  -0.60  -4.60
H  0.62  -0.31  4.81
H  -0.14  -4.18  3.23
H  -2.41  0.26  -4.78
H  0.40  2.23  1.85
H  2.94  -5.59  1.04
H  3.09  1.04  -2.95
H  2.19  -2.54  -2.24
H  -2.23  -1.20  -3.82
H  1.65  2.87  2.91
H  3.00  -0.17  4.23
H  2.54  3.23  -4.56
H  3.00  -1.17  -1.47
H  2.17  -3.91  3.97
H  1.78  3.47  -2.98
H  -5.34  3.67  -3.95
H  3.82  2.33  0.84
H  -0.69  1.88  -4.76
H  -1.70  -1.19  -5.52
H  4.36  -2.72  -0.21
H  4.84  -1.80  1.22
H  -0.47  -1.49  5.53
H  4.31  -0.43  3.08
H  5.19  -3.53  1.13
H  0.82  3.65  -4.45
H  -7.23  -0.01  -2.80
H  3.85  -4.30  3.59
H  1.25  -5.11  1.30
H  0.17  -2.05  -3.36
H  -1.72  0.44  2.92
H  -1.43  -3.78  2.09
H  2.63  1.65  -0.27
H  4.08  0.71  0.18
H  4.02  1.18  3.73
H  -7.36  2.20  -3.89
H  -1.88  -1.02  -0.57
H  -2.71  -0.85  3.63
H  3.58  -1.77  -3.03
H  3.41  -2.65  4.03
H  0.56  1.60  3.48
H  2.07  -4.66  -0.20
H  -2.45  -0.75  1.87
H  -5.97  -1.71  -1.62
H  -3.85  -2.47  -0.59
H  1.14  -1.99  4.98
H  -1.74  -3.72  3.83

DFT (ωB97M-V/def2-TZVPD) results for a molecular structure, C31H45CdF2N4O2Si2.

Output
Molar mass   712.31 g mol⁻¹
Energy   -2524.25561 a.u.
Energy above the lowest of the compared OMol25 structures with the same formula, charge and spin   6.8 kcal per mole
Kohn-Sham gap   4.96 eV
Net charge   -1
Strongest force on any atom   0.63 eV/Å

Cartesian coordinates (Å):
Cd  0.77  -1.42  -0.06
Si  -2.89  -3.36  1.08
Si  -3.89  -1.32  -1.19
F  2.31  -3.25  -1.98
F  0.40  -4.22  -1.47
O  1.40  2.55  -0.09
O  -1.32  1.56  0.56
N  3.04  -0.20  0.04
N  0.03  -0.57  -2.12
N  0.79  2.21  -4.33
N  -0.36  0.22  -4.74
C  0.19  3.28  -0.17
C  -0.06  0.21  3.98
C  0.31  0.98  -3.88
C  4.71  -0.33  -3.19
C  3.23  0.22  1.27
C  0.91  -0.48  1.85
C  -0.83  -0.93  -4.27
C  -2.47  1.26  1.32
C  0.50  0.58  -2.55
C  -3.35  0.32  -2.01
C  5.29  0.49  -0.59
C  5.97  0.24  -2.89
C  3.77  -0.50  -2.22
C  1.39  -3.41  -0.92
C  -3.84  -2.83  2.65
C  -0.64  -1.35  -2.97
C  4.03  -0.07  -0.90
C  2.17  0.87  3.43
C  2.43  3.17  -0.81
C  -0.15  -0.45  2.77
C  1.11  0.89  4.31
C  5.51  0.86  0.75
C  -2.66  -2.05  -0.12
C  -1.25  -4.07  1.71
C  -3.88  -4.86  0.46
C  -5.50  -0.95  -0.26
C  4.51  0.72  1.66
C  -0.81  2.83  0.86
C  6.25  0.64  -1.62
C  -4.48  -2.36  -2.69
C  2.09  0.18  2.21
H  6.71  0.36  -3.68
H  -4.22  0.99  -2.09
H  4.68  0.99  2.70
H  -3.26  -2.07  3.18
H  -2.98  0.16  -3.02
H  -0.24  3.19  -1.17
H  1.18  1.44  5.24
H  -3.40  -5.29  -0.42
H  -1.63  -1.82  -0.37
H  -2.58  0.84  -1.44
H  -4.00  -3.67  3.33
H  -0.35  2.83  1.86
H  7.21  1.07  -1.37
H  -4.89  -4.56  0.16
H  -6.30  -0.65  -0.95
H  1.63  2.53  -3.87
H  -0.86  -4.82  1.02
H  -4.97  -3.28  -2.35
H  2.21  3.23  -1.89
H  6.47  1.25  1.04
H  2.82  -0.98  -2.43
H  4.51  -0.67  -4.20
H  3.33  2.57  -0.68
H  2.61  4.19  -0.45
H  -3.29  1.94  1.05
H  -2.27  1.35  2.39
H  -1.01  -2.30  -2.59
H  -1.62  3.58  0.87
H  -1.39  -4.54  2.69
H  0.40  4.35  0.02
H  -5.85  -1.82  0.30
H  -3.64  -2.65  -3.32
H  -5.19  -1.80  -3.31
H  3.06  1.43  3.70
H  0.83  2.26  -5.33
H  -0.48  -3.30  1.84
H  -1.39  -1.55  -4.96
H  -4.81  -2.39  2.40
H  1.91  -4.03  -0.19
H  -0.90  0.21  4.66
H  1.04  1.19  -1.84
H  -5.35  -0.13  0.45
H  -1.07  -0.97  2.52
H  -2.75  0.23  1.09
H  -3.97  -5.64  1.22